# 1
16
Properties=species:S:1:pos:R:3:nbo_charge:R:1 method="wB97M-V/def2-TZVPD" e_lumo_ha=0.0116 largest_force_ha_per_bohr=0.0744 multiplicity=1 total_charge=0 gap_ev=11.64
C -1.4194 1.5516 -0.9558 0.726
N -0.6307 -0.2129 0.9355 -1.315
N 0.8055 -1.3423 -1.1327 -1.176
O -1.2316 2.1338 1.6090 -0.891
O 0.8656 1.7230 0.3828 -0.984
O 0.5429 -2.6474 1.1640 -0.954
O 2.0234 -0.5245 0.9779 -0.983
F -1.3731 2.7992 -1.4111 -0.304
F -2.6906 1.1979 -0.8155 -0.307
F -0.8849 0.7541 -1.8913 -0.326
P 0.6421 -1.0577 0.4778 2.376
S -0.5002 1.3574 0.6774 2.249
H -0.0146 -1.7164 -1.5834 0.420
H 1.6386 -1.8663 -1.3617 0.419
H 0.2129 -2.5965 2.0643 0.504
H 2.0140 0.4472 0.8628 0.545

---

# 2
8
Properties=species:S:1:pos:R:3:nbo_charge:R:1 method="wB97M-V/def2-TZVPD" e_lumo_ha="-0.2706 / -0.2706" largest_force_ha_per_bohr=0.1602 multiplicity=1 total_charge=+1 gap_ev="10.53 / 10.53"
C -0.1638 -0.0902 0.0444 0.959
N 0.7524 -0.1058 1.0068 -0.710
N -0.2862 0.1733 -1.1840 -0.752
F -1.7782 -0.7774 1.0229 -0.376
H 1.7158 0.1386 0.6438 0.455
H 0.6121 -0.2236 1.9258 0.467
H 0.2606 0.7804 -1.7788 0.477
H -1.1125 0.1047 -1.6808 0.478